Entry from OMol25: one molecule with the formula C3H5NOS in a non-equilibrium geometry (wB97M-V/def2-TZVPD).

XYZ file:
```
11
Properties=species:S:1:pos:R:3:nbo_charge:R:1
C -0.579 1.616 -0.081 -0.669
C 0.027 0.440 0.260 0.479
C 0.241 -1.887 -0.131 -0.277
H -1.473 1.850 0.623 0.248
H 0.330 2.537 0.048 0.233
H -0.930 1.697 -1.117 0.259
H 0.212 -2.676 -1.061 0.253
H -0.401 -2.189 0.864 0.214
N 1.040 0.342 0.933 -0.534
O -0.342 -0.572 -0.768 -0.550
S 1.874 -1.159 0.431 0.343
```

The value obtained for the energy above the lowest of the compared OMol25 structures with the same formula, charge and spin is 3.566 eV. The value obtained for the LUMO energy is 0.73 eV. As for the SMILES: CC1=NSCO1.